[1]
{
  "formula": "C20H38BCl8FO8S2",
  "method": "wB97M-V/def2-TZVPD",
  "elements": ["C", "C", "S", "C", "C", "C", "O", "C", "C", "O", "O", "S", "O", "O", "O", "C", "C", "B", "O", "O", "C", "C", "C", "F", "H", "H", "H", "H", "H", "H", "H", "H", "H", "H", "H", "H", "H", "H", "H", "H", "H", "H", "H", "H", "H", "H", "Cl", "C", "C", "Cl", "H", "H", "H", "H", "Cl", "C", "C", "Cl", "H", "H", "H", "H", "Cl", "C", "C", "Cl", "H", "H", "H", "H", "Cl", "C", "C", "Cl", "H", "H", "H", "H"],
  "positions_angstrom": [[-4.4570, 5.1167, 2.3119], [-4.0407, 3.6359, 2.1736], [-2.3622, 3.4253, 2.8131], [-1.6648, 1.9754, 1.9745], [-2.4198, 0.6234, 2.0394], [-3.2422, 0.3046, 0.7807], [-3.6521, 1.4250, 0.0012], [-2.8728, 1.7502, -1.0527], [-3.5440, 2.7538, -1.9353], [-1.7709, 1.3077, -1.2119], [-3.2677, 0.6151, 3.2137], [-2.4309, 0.2292, 4.5151], [-3.1799, -0.7684, 5.2001], [-1.9718, 1.3655, 5.2306], [-1.1890, -0.3866, 3.7436], [-1.4938, -0.6038, 2.3051], [-0.1571, -0.5510, 1.5630], [0.1002, -1.5501, 0.3505], [-0.7357, -1.7251, -0.7437], [1.3076, -2.1848, 0.3468], [-2.2499, -1.9464, 2.2843], [-1.7689, -3.0193, 3.2564], [-0.3346, -3.4681, 3.1058], [-2.5800, -4.1397, 2.9598], [-5.2083, 5.2371, 3.0899], [-3.5997, 5.7548, 2.5221], [-4.8981, 5.4591, 1.3747], [-4.7070, 3.0215, 2.7812], [-4.1269, 3.3037, 1.1476], [-1.4646, 2.2403, 0.9417], [-0.6997, 1.8493, 2.4664], [-2.6912, -0.3963, 0.1561], [-4.1679, -0.1770, 1.0990], [-2.9741, 2.8754, -2.8499], [-3.5905, 3.7010, -1.3908], [-4.5725, 2.4504, -2.1224], [0.0215, 0.4506, 1.1669], [0.6349, -0.7126, 2.2947], [-1.5320, -2.2533, -0.6189], [1.3705, -2.8086, -0.3873], [-3.2898, -1.7444, 2.5566], [-2.2886, -2.4032, 1.2962], [-2.0103, -2.7548, 4.2844], [-0.1504, -4.3013, 3.7843], [0.3689, -2.6613, 3.2958], [-0.1864, -3.8470, 2.0912], [3.0189, 1.0103, 0.6604], [2.2713, 1.8537, -0.7236], [2.5093, 1.1267, -2.0208], [4.2235, 1.1728, -2.5101], [2.6669, 2.8658, -0.7493], [1.1987, 1.8968, -0.5333], [1.9342, 1.5982, -2.8157], [2.2142, 0.0829, -1.9468], [4.3580, -3.2977, -4.0143], [5.9770, -2.6154, -4.3214], [5.9072, -1.2878, -5.0306], [5.3168, -1.4509, -6.7065], [6.5420, -3.3466, -4.8932], [6.4525, -2.4789, -3.3515], [6.9036, -0.8522, -5.0848], [5.2475, -0.5975, -4.5111], [6.4880, 2.3091, 0.4977], [7.9493, 2.9250, -0.3117], [7.7434, 3.0805, -1.7961], [7.5561, 1.5079, -2.6150], [8.7660, 2.2412, -0.0955], [8.1761, 3.8962, 0.1250], [8.6081, 3.5700, -2.2408], [6.8543, 3.6681, -2.0106], [-2.3588, -3.4817, -3.5209], [-3.1017, -4.7800, -2.5551], [-4.2976, -4.2906, -1.7819], [-3.8318, -3.1369, -0.4972], [-2.3388, -5.1787, -1.8910], [-3.4126, -5.5629, -3.2443], [-4.7881, -5.1269, -1.2879], [-5.0134, -3.7885, -2.4267]],
  "lowdin_charge": [-0.1580, -0.5137, 0.9392, -0.3746, -0.3723, -0.0603, -0.0074, -0.5330, 0.0390, 0.1215, -0.1682, 0.5988, -0.2140, -0.2252, -0.1536, -0.3321, 0.0140, -0.6954, 0.1187, 0.1652, -0.0784, -0.3318, -0.0016, -0.0386, 0.0675, 0.0492, 0.0648, 0.0714, 0.0479, 0.0676, 0.0888, 0.1106, 0.1501, 0.0921, 0.0943, 0.0944, 0.0916, 0.1213, 0.0067, 0.1173, 0.1327, 0.0458, 0.1328, 0.0917, 0.0876, 0.0886, 0.5764, -0.6313, -0.6365, 0.5481, 0.0703, 0.0596, 0.0779, 0.0675, 0.5263, -0.6602, -0.6784, 0.5349, 0.0664, 0.0726, 0.0664, 0.0156, 0.5351, -0.6636, -0.6555, 0.5185, 0.0671, 0.0724, 0.0719, 0.0668, 0.5669, -0.6547, -0.6144, 0.6654, 0.0712, 0.0753, 0.0780, 0.0711],
  "homo_ev": -8.485,
  "total_energy_ha": -5989.54735,
  "lumo_energy_ev": 0.3,
  "gap_ev": 8.749,
  "smiles": "CCSC[C@]1(COC(C)=O)OS(=O)(=O)O[C@@]1(CB(O)O)C[C@H](C)F.ClCCCl.ClCCCl.ClCCCl.ClCCCl"
}


[2]
{
  "formula": "C2H6NO2P",
  "method": "wB97M-V/def2-TZVPD",
  "elements": ["H", "P", "C", "C", "H", "H", "H", "H", "O", "N", "O", "H"],
  "positions_angstrom": [[-1.6076, 1.7601, -0.8819], [-0.1897, 1.5843, -0.3226], [-0.5146, 0.0238, 0.3204], [-1.7240, -0.6670, -0.0095], [0.1730, -0.4589, 1.0958], [-2.3367, -0.7802, 0.9556], [-2.3402, -0.0706, -0.7517], [-1.6216, -1.6653, -0.3892], [3.3017, -1.2706, -0.3340], [2.4481, -0.5173, 0.0098], [2.7385, 0.8282, 0.0586], [1.6731, 1.2336, 0.2487]],
  "lowdin_charge": [-0.0627, 0.8553, -0.5723, -0.2476, 0.0726, 0.1101, 0.0582, 0.0670, 0.0203, -0.1856, -0.1166, 0.0013],
  "homo_ev": -9.473,
  "total_energy_ha": -626.20206,
  "lumo_energy_ev": -0.3,
  "relative_energy_kcal_mol": 137.01,
  "gap_ev": 9.139,
  "smiles": "[H]/P=C\\C.O=NO"
}


[3]
{
  "formula": "C2H6N4S",
  "method": "wB97M-V/def2-TZVPD",
  "elements": ["N", "N", "N", "C", "C", "N", "S", "H", "H", "H", "H", "H", "H"],
  "positions_angstrom": [[-1.8030, 0.7792, 0.5772], [-0.6281, 0.5662, -0.1464], [0.4628, 1.1744, 0.5741], [1.5941, 0.3044, 0.5463], [1.3007, -0.8984, 0.0789], [-0.1472, -0.8070, -0.3600], [-0.4449, -1.0063, -2.1422], [-1.7294, 0.3674, 1.5158], [-2.5256, 0.3043, 0.1024], [0.7438, 2.1485, 0.5586], [2.5125, 0.7956, 0.9434], [1.8670, -1.7566, -0.2423], [-1.2028, -1.9718, -2.0060]],
  "lowdin_charge": [0.0446, -0.3234, -0.0123, -0.1439, -0.1392, -0.3896, 0.7566, 0.0807, 0.0494, 0.1177, 0.1229, 0.0870, -0.2506],
  "homo_ev": -7.345,
  "total_energy_ha": -696.84665,
  "lumo_energy_ev": 0.8,
  "relative_energy_kcal_mol": 112.58,
  "gap_ev": 8.163,
  "smiles": "NN1NC=CN1S"
}


[4]
{
  "formula": "C24H72O24",
  "method": "wB97M-V/def2-TZVPD",
  "elements": ["O", "C", "C", "O", "H", "H", "H", "H", "H", "H", "O", "C", "C", "O", "H", "H", "H", "H", "H", "H", "O", "C", "C", "O", "H", "H", "H", "H", "H", "H", "O", "C", "C", "O", "H", "H", "H", "H", "H", "H", "O", "C", "C", "O", "H", "H", "H", "H", "H", "H", "O", "C", "C", "O", "H", "H", "H", "H", "H", "H", "O", "C", "C", "O", "H", "H", "H", "H", "H", "H", "O", "C", "C", "O", "H", "H", "H", "H", "H", "H", "O", "C", "C", "O", "H", "H", "H", "H", "H", "H", "O", "C", "C", "O", "H", "H", "H", "H", "H", "H", "O", "C", "C", "O", "H", "H", "H", "H", "H", "H", "O", "C", "C", "O", "H", "H", "H", "H", "H", "H"],
  "positions_angstrom": [[-19.0170, -2.0083, 20.7418], [-17.9581, -1.9394, 19.8204], [-17.4001, -3.1961, 19.1976], [-16.6219, -2.9681, 17.9595], [-19.3448, -1.1191, 20.8949], [-18.3887, -1.3345, 19.0224], [-17.1343, -1.4776, 20.3646], [-18.0890, -4.0189, 19.0062], [-16.8140, -3.7525, 19.9290], [-16.5849, -3.7661, 17.4270], [-17.9717, -3.8227, 11.7709], [-18.5271, -5.1430, 11.6825], [-20.0226, -5.2278, 11.7036], [-20.3865, -6.5631, 11.3301], [-18.3066, -3.4852, 12.6050], [-18.1929, -5.6221, 10.7623], [-18.1455, -5.6526, 12.5672], [-20.3499, -4.4918, 10.9693], [-20.4948, -4.9576, 12.6481], [-20.8635, -6.6815, 10.5054], [-20.3230, -2.0561, 10.5121], [-21.3007, -1.5769, 11.3499], [-22.7535, -2.0568, 10.8338], [-22.9219, -1.7193, 9.4263], [-20.0183, -1.4092, 9.8715], [-21.1707, -1.8249, 12.4033], [-21.2544, -0.4979, 11.2020], [-23.6416, -1.6544, 11.3212], [-22.7007, -3.1377, 10.9640], [-23.4806, -2.4580, 9.1737], [-15.4581, -8.2779, 17.7446], [-16.5621, -7.5172, 18.2394], [-16.1255, -6.6343, 19.4050], [-15.3470, -5.5794, 19.0538], [-15.0655, -7.7713, 17.0298], [-16.9342, -6.8790, 17.4379], [-17.2666, -8.2699, 18.5933], [-15.4251, -7.2112, 20.0089], [-16.9309, -6.3200, 20.0688], [-15.0566, -5.1956, 19.8844], [-11.4949, -7.6711, 16.4879], [-11.3546, -6.2634, 16.3092], [-12.8113, -5.7539, 16.3314], [-13.7182, -6.6436, 15.6953], [-12.2952, -7.9426, 16.0324], [-10.6782, -5.9107, 17.0879], [-10.9738, -6.1549, 15.2937], [-12.7945, -4.9045, 15.6485], [-13.2083, -5.6193, 17.3376], [-13.9106, -6.3032, 14.8186], [-16.7942, -4.8070, 16.1547], [-17.9468, -5.0453, 15.2988], [-18.8520, -3.8557, 15.3260], [-18.5673, -3.0073, 14.2816], [-16.1051, -5.3868, 15.8220], [-17.5152, -5.1592, 14.3044], [-18.3375, -5.9788, 15.7037], [-19.0276, -3.3822, 16.2919], [-19.8626, -4.2495, 15.2175], [-19.2626, -2.3548, 14.1695], [-17.2160, -0.7089, 11.5811], [-17.9154, 0.1629, 12.5227], [-18.6112, 1.3166, 11.8038], [-19.1724, 2.2580, 12.7554], [-17.7559, -1.4623, 11.3312], [-18.5548, -0.6023, 12.9626], [-17.3229, 0.4322, 13.3971], [-19.4138, 0.9527, 11.1622], [-17.8347, 1.7857, 11.1996], [-18.4491, 2.4614, 13.3529], [-15.1985, -4.5042, 10.8638], [-14.7934, -3.7493, 11.9959], [-13.2700, -3.9828, 12.3002], [-13.2527, -5.0301, 13.1925], [-16.0470, -4.1894, 10.5435], [-14.8168, -2.6931, 11.7274], [-15.3727, -4.0289, 12.8758], [-12.9481, -3.0242, 12.7071], [-12.7650, -4.1781, 11.3542], [-12.3326, -5.1201, 13.4509], [-18.7026, -8.1694, 14.1751], [-19.3850, -9.2641, 13.7234], [-19.6835, -10.4038, 14.7510], [-20.2741, -9.8644, 15.9686], [-18.6852, -7.5213, 13.4671], [-20.4019, -8.9925, 13.4399], [-19.1576, -9.6792, 12.7415], [-18.7491, -10.8669, 15.0681], [-20.4523, -11.1299, 14.4866], [-19.8561, -9.0011, 16.0077], [-22.6270, -5.1874, 18.6386], [-21.2809, -4.9419, 18.8744], [-20.3059, -6.0628, 18.3652], [-20.4593, -7.1102, 19.2590], [-23.0391, -5.2143, 19.5052], [-20.9546, -4.0356, 18.3643], [-21.1588, -4.7659, 19.9432], [-19.2945, -5.6734, 18.4814], [-20.4053, -6.3537, 17.3194], [-19.8299, -7.0495, 19.9812], [-20.6633, -0.5658, 15.1098], [-20.2932, -0.3962, 16.4929], [-21.6295, -0.6045, 17.2944], [-21.9570, -1.9440, 17.5509], [-21.1782, 0.2115, 14.8812], [-19.6809, -1.1471, 16.9922], [-19.7763, 0.5541, 16.6266], [-22.4503, -0.0709, 16.8151], [-21.3996, -0.3969, 18.3394], [-21.9433, -2.4732, 16.7501], [-22.8831, -4.9100, 15.8794], [-23.1580, -3.8465, 14.8703], [-24.6230, -3.8535, 14.3044], [-25.4237, -3.1605, 15.2172], [-22.6440, -4.5780, 16.7478], [-22.8903, -2.9179, 15.3743], [-22.3657, -4.1121, 14.1705], [-24.9031, -4.9062, 14.2662], [-24.9638, -3.5203, 13.3241], [-26.2928, -3.5188, 15.4120]],
  "lowdin_charge": [-0.0691, -0.2453, -0.2047, -0.0801, 0.0840, 0.1050, 0.1228, 0.0919, 0.0912, 0.0005, -0.0825, -0.2166, -0.2252, -0.0583, 0.0263, 0.1351, 0.0885, 0.1073, 0.1108, 0.0900, -0.0638, -0.2379, -0.1877, -0.0791, 0.1033, 0.1026, 0.1067, 0.1089, 0.0990, 0.0740, -0.0538, -0.2058, -0.2863, -0.0549, 0.0442, 0.0971, 0.1243, 0.1234, 0.1098, 0.1008, -0.0832, -0.2014, -0.2068, -0.0877, 0.0620, 0.1248, 0.1021, 0.1046, 0.1182, 0.0692, -0.0910, -0.1442, -0.2327, -0.0388, 0.0825, 0.1089, 0.1094, 0.1195, 0.1138, 0.0724, -0.0799, -0.2082, -0.2087, -0.0737, 0.0424, 0.0891, 0.1238, 0.1037, 0.1193, 0.0725, -0.0701, -0.2166, -0.2376, -0.0684, 0.0588, 0.1121, 0.1103, 0.1170, 0.1248, 0.0833, -0.0377, -0.2852, -0.1889, -0.0852, 0.0674, 0.1092, 0.1190, 0.1073, 0.1195, 0.0501, -0.0458, -0.2415, -0.2311, -0.0529, 0.1044, 0.0867, 0.1285, 0.0859, 0.1181, 0.0878, -0.0892, -0.1850, -0.2258, -0.0694, 0.0896, 0.0988, 0.1189, 0.1200, 0.1200, 0.0374, -0.0862, -0.1513, -0.2281, -0.0684, 0.0204, 0.0867, 0.0918, 0.1139, 0.1067, 0.0918],
  "homo_ev": -9.593,
  "total_energy_ha": -2762.98254,
  "lumo_energy_ev": 0.3,
  "relative_energy_kcal_mol": 155.38,
  "gap_ev": 9.851,
  "smiles": "OCCO.OCCO.OCCO.OCCO.OCCO.OCCO.OCCO.OCCO.OCCO.OCCO.OCCO.OCCO"
}